Entry 1:
C16H16N2OSSr as an isolated structure. Source: OMol25; level of theory: ωB97M-V/def2-TZVPD.

```
37
Properties=species:S:1:pos:R:3:forces:R:3:mulliken_charge:R:1
S -0.39411 4.23463 -0.26099 -0.1 -0.1 -0.4 0.245
N -0.67263 2.85235 -1.01429 -0.3 0.4 0.2 -0.487
C -5.29403 -1.16234 1.33403 0.3 -0.1 -0.7 -1.380
H -6.18482 -1.10893 0.71781 -0.2 0.1 0.1 0.392
O 4.10896 -1.05582 -0.32648 0.1 0.1 -0.2 -0.355
C 3.61005 -0.35648 0.73966 -0.3 -0.2 -0.1 -0.004
H 3.21235 -1.03444 1.50051 0.1 0.0 0.3 0.375
H 4.38898 -2.80983 0.76357 -0.2 0.0 0.1 0.343
C -3.07675 0.26801 -1.41806 0.0 -0.2 0.3 -0.413
H -0.24085 -0.85032 -2.41124 0.1 -0.1 -0.1 0.540
C -2.84206 -1.36865 0.83215 0.3 0.4 -0.5 -0.845
H -5.38339 -0.47567 2.16729 -0.1 0.0 0.2 0.279
C 2.49648 0.54036 0.27379 -0.1 -0.5 -0.4 3.474
H -0.77461 -1.50562 0.30792 0.2 -0.1 0.1 0.403
C 1.54666 -0.03856 -0.60007 -0.3 0.1 -0.1 -0.246
C -0.60146 0.04737 -1.92127 -0.5 0.0 0.4 -1.562
H -3.17354 0.88743 -2.29421 0.0 0.1 -0.1 0.380
C -4.18554 -0.02885 -0.63912 0.0 -0.1 0.2 -0.813
H -5.20915 -2.18335 1.68549 -0.1 -0.1 0.3 0.378
C -1.83897 -0.25488 -1.07010 0.3 -0.1 0.0 0.864
C 1.23392 2.61011 0.21835 -0.2 0.0 -0.2 -0.394
H -5.16299 0.35663 -0.88768 0.0 0.1 -0.2 0.381
C -1.72956 -1.07113 0.05494 -0.3 0.1 -0.1 -0.321
H 2.99541 2.30865 1.34390 -1.8 -0.1 -0.1 -0.270
C 0.29563 2.01257 -0.65120 0.2 -0.3 0.0 1.277
C -4.08594 -0.84093 0.48863 0.0 -0.1 0.3 0.793
H 1.69762 -1.06000 -0.90771 0.0 -0.1 -0.1 0.620
H 5.11904 -2.76010 -0.82855 0.0 0.1 -0.3 0.264
C 0.44972 0.65181 -1.05797 0.0 -0.1 -0.2 -0.115
H -2.71967 -2.01760 1.68430 -0.1 -0.1 0.2 0.395
N 0.96900 3.88141 0.50438 0.2 0.2 0.4 -0.741
H 4.46939 0.19328 1.24705 0.0 0.2 0.2 -1.059
C 2.31688 1.82738 0.65732 0.7 0.6 0.4 -2.254
H -0.89657 0.77825 -2.66652 0.0 0.0 -0.3 0.411
Sr 4.79688 2.55080 1.90281 1.7 0.2 0.3 1.883
C 4.90583 -2.17053 0.05083 0.2 -0.3 0.1 -0.775
H 5.85386 -1.84699 0.48072 0.1 0.1 0.1 0.336
```
Forces are in eV/Å.

For the HOMO energy, the calculation gives -0.4716 Ha. As for the total charge: +2. The value obtained for the total energy is -33532.5135 eV.



Entry 2:
C47H41AsCl5N2O3ReS5 as an isolated structure. Source: OMol25; level of theory: ωB97M-V/def2-TZVPD.

```
105
Properties=species:S:1:pos:R:3:forces:R:3:mulliken_charge:R:1
As 1.15106 -0.74517 0.84165 0.0 0.0 -0.1 0.511
C -0.34036 3.31830 2.61078 0.0 0.0 -0.1 -0.913
C -0.31290 2.84577 -3.47271 0.1 0.1 -0.1 0.309
O -0.09970 -0.09631 -1.87349 0.0 -0.8 -0.5 0.849
H 2.19034 1.27245 -0.95354 0.0 0.0 0.0 -0.269
S -1.91067 2.09598 -3.65262 0.0 0.1 0.0 -0.417
H 0.99354 0.69395 4.98022 0.0 -0.1 0.0 0.518
H 4.33914 -1.03694 2.34277 0.0 0.0 0.0 0.279
H 1.61055 -5.88288 5.31492 0.0 0.0 0.0 0.347
C -0.44385 -0.38361 -6.53482 0.0 0.0 0.1 -0.567
C 3.10259 -3.56507 3.29366 0.0 0.0 0.0 -1.001
S -4.68801 1.73395 2.88969 0.0 0.0 0.0 -0.197
C -0.46713 0.54671 -5.50252 0.0 -0.1 0.0 -0.309
C -0.68530 1.02805 1.88120 -0.1 0.0 0.0 0.574
H 3.54273 0.20614 -0.71174 0.0 0.0 0.0 0.154
O 1.55085 -0.01175 -3.33367 -0.1 -0.1 0.1 -0.626
H 4.76691 -2.58081 1.59276 0.0 0.0 0.0 0.666
C -3.85379 -3.00550 -3.96448 0.0 0.0 0.0 -0.623
H 3.82766 1.93322 -0.89373 0.0 0.0 0.0 0.485
C -2.83809 -0.61789 -6.41133 0.0 0.0 0.0 -0.426
C -1.24965 0.75207 3.12308 -0.3 0.2 -0.1 -0.346
H -1.61781 -0.24429 3.33693 0.0 0.1 0.0 -0.105
C 0.91503 -0.64504 -2.49863 0.1 0.3 0.0 0.385
C 3.03504 1.77751 3.77164 0.0 0.0 0.0 -1.067
H 1.75799 4.84905 -5.22723 0.0 0.0 0.0 0.369
C 1.40501 -2.03937 -2.14615 -0.1 0.0 -0.1 -1.942
Cl -6.35276 -3.63986 -4.79370 0.0 0.0 0.0 -0.221
C -2.94413 -2.26092 -3.20422 -0.1 -0.1 0.2 1.527
S -3.24305 -1.58128 0.53587 -0.1 -0.1 -0.2 -0.488
H 3.71711 -1.44616 0.75448 0.0 0.0 0.0 -0.083
Cl -5.29896 0.41963 -1.49096 -0.2 -0.1 0.0 -0.157
C -3.28493 -1.23276 -2.31702 0.1 0.0 -0.1 -1.356
C 3.85601 2.36039 1.62132 0.0 0.0 0.0 -1.056
C 0.17584 3.57947 -4.54785 0.0 0.0 0.1 -0.330
N -2.32229 1.41081 -2.28253 -0.1 0.4 0.2 -0.358
H -1.00930 3.79891 4.60094 0.0 0.0 0.0 0.375
C -1.68589 0.88138 -4.94017 0.0 -0.1 0.0 0.946
C 1.35852 4.28257 -4.39584 0.0 0.0 0.0 -0.634
C 2.12899 -4.31695 3.93213 0.0 0.0 0.0 0.861
Re -1.85383 -0.11171 -0.79959 -0.6 -0.1 0.0 1.499
O -5.85907 0.43192 4.86378 0.1 0.0 -0.1 -0.627
H 1.95193 -0.76560 4.67357 0.1 0.0 0.0 0.434
H -1.58861 -1.70276 -7.77467 0.0 0.0 0.0 0.387
C -0.98541 -2.94158 2.28857 0.1 0.0 0.1 -0.415
C -0.23434 2.33259 1.64806 0.0 0.1 0.1 0.397
C -0.91212 3.02832 3.84535 0.0 0.0 0.0 -0.984
H -3.81898 0.59144 -4.93069 0.0 0.0 0.0 0.418
C -5.20357 -2.71921 -3.89577 0.0 0.0 0.0 0.590
H 4.15201 -3.77196 3.49001 0.0 0.0 0.0 0.425
H 0.72959 -2.60183 -1.50970 0.0 0.0 0.0 0.207
H 0.02154 -4.68202 4.02705 0.0 0.0 0.0 0.289
H 3.04879 -4.96751 5.76981 0.0 0.0 0.0 0.323
H 3.01270 1.92868 4.84757 0.0 0.0 0.0 0.305
H 2.01385 3.55277 -1.14814 0.0 0.0 -0.1 0.608
C 0.45103 -3.07519 2.68861 0.0 0.0 0.0 0.403
H -3.23759 1.78327 -2.04826 0.0 0.0 -0.1 0.316
S -3.05886 1.64337 0.35117 -0.2 0.0 0.1 -0.747
C -1.36596 1.74292 4.09244 -0.1 0.1 -0.1 -0.678
C -2.87605 0.31630 -5.39261 0.0 0.0 0.1 -0.761
C 2.01836 4.27325 -3.17103 0.0 0.0 0.0 -0.864
H 3.13564 -6.14814 4.46711 0.0 0.0 0.0 0.335
H 4.50606 2.95814 0.98753 0.0 0.0 0.0 0.329
C 0.80739 -4.07241 3.59096 0.0 0.0 0.0 -1.195
H 0.20476 2.56403 0.68479 0.0 0.0 0.0 0.189
H -1.62289 -3.61877 2.85837 0.0 0.0 0.0 0.344
H 0.50781 -0.67078 -6.96381 0.0 0.0 0.0 0.392
C 3.05442 1.39011 1.03622 0.0 0.0 0.1 0.895
H -1.11358 -3.17147 1.23018 0.0 0.0 0.0 0.263
C 1.43451 -2.24885 2.13398 0.1 0.1 0.1 0.363
C 2.49920 -5.38663 4.92384 0.0 0.0 0.0 -1.612
C -5.22401 0.34349 3.84342 0.0 0.0 0.1 0.659
C 1.50297 3.55521 -2.10395 0.0 0.1 0.0 -0.165
H 0.45222 0.96681 -5.12336 0.0 0.0 0.1 0.256
Cl -3.32013 -4.28251 -5.00259 0.0 0.0 0.0 -0.191
C 2.20165 0.80021 3.22213 0.0 0.0 0.0 1.049
C 0.33154 2.82455 -2.25206 -0.1 0.1 0.1 0.109
N -0.55537 0.03620 0.86151 0.4 0.2 0.3 0.644
C 2.78517 -2.55220 2.39087 0.0 0.0 0.1 0.790
H 1.58766 -2.57884 -3.07619 0.0 0.0 0.0 0.371
H 4.58737 3.68117 4.69062 0.0 0.0 0.0 0.391
C 3.95942 -1.85940 1.73338 0.0 0.0 0.0 -1.879
H 2.93606 4.83488 -3.04930 0.0 0.0 0.0 0.396
H -1.82007 1.50123 5.04656 0.0 0.0 0.0 0.464
C -5.60972 -1.66308 -3.08905 0.0 0.0 0.0 -0.488
H 5.79051 3.42689 3.42232 0.0 0.0 0.0 0.333
C -3.87214 0.81915 1.64118 0.0 0.1 0.0 0.356
H 4.51183 4.61508 3.19403 0.0 0.0 0.0 0.335
C 2.19586 0.60986 1.83706 0.2 -0.1 -0.1 0.723
C -3.88860 -0.51636 1.74876 0.0 -0.1 -0.1 0.303
H 2.35752 -1.92868 -1.63014 0.0 0.0 0.0 0.363
Cl -7.29143 -1.26980 -3.02820 0.0 0.0 0.0 -0.216
H -0.36065 3.59707 -5.48986 0.0 0.0 0.0 0.495
C 1.35909 0.02299 4.20115 0.2 -0.2 0.0 -1.569
H 0.01951 4.31885 2.39664 0.0 0.0 0.0 0.458
Cl -1.29311 -2.71389 -3.43354 0.4 0.1 0.2 -0.281
C 3.85817 2.57186 2.99567 0.0 0.0 0.0 0.759
H -3.75518 -1.08313 -6.75119 0.0 0.0 0.0 0.441
C 3.15571 1.19382 -0.45420 0.0 0.0 -0.1 -1.086
S -4.70144 -1.19977 3.13838 0.0 0.0 0.0 -0.156
C 4.73359 3.63003 3.61108 0.0 0.0 0.0 -1.729
H -1.35470 -1.92528 2.40410 0.1 -0.1 0.0 -0.484
H 0.49877 -0.44755 3.73751 0.3 0.0 0.1 -0.474
C -4.66604 -0.94870 -2.35299 0.1 0.2 -0.1 1.284
C -1.61887 -0.96459 -6.98286 0.0 -0.1 0.0 -0.588
H -0.08825 2.25003 -1.43670 0.0 0.1 -0.1 -0.168
```
Forces are in eV/Å.

For the HOMO energy (alpha / beta), the calculation gives -0.1525 / -0.1722 Ha. As for the total charge: -1. The value obtained for the total energy is -238286.4416 eV. Its expectation value of S² is 3.776. Its spin multiplicity is 4.